Entry 1:
ORCA calculation (ωB97M-V/def2-TZVPD) on C30H52BrN3P2SSn as an isolated structure.

The value obtained for the energy above the lowest of the compared OMol25 structures with the same formula, charge and spin is 0.0 kJ/mol. The calculation puts the molar mass at 747.397 g/mol. The calculation puts the HOMO energy (spin up / spin down) at -0.668 / -0.662 hartree. The value obtained for the LUMO energy (spin up / spin down) is -12.64 / -13.35 eV. As for the total energy: -141669.438 eV. For the HOMO-LUMO gap (spin up / spin down), the calculation gives 5.5 / 4.7 eV. The charge is +4.

```
90
C30H52BrN3P2SSn | the OMol25 dataset | ωB97M-V/def2-TZVPD
N -7.1261 5.6159 -6.1228
C -6.9008 6.2197 -4.9558
C -6.1836 5.6056 -3.9232
C -5.5997 4.3352 -4.1514
C -5.8773 3.7064 -5.3899
C -6.6532 4.3899 -6.3375
C -4.6939 3.7313 -3.1870
Sn 0.3143 0.1226 0.8121
P 6.1131 -0.8952 -0.4014
C -3.7673 2.7831 -3.5164
C -2.8204 2.2362 -2.5687
C -1.6274 1.6096 -2.9981
C -0.6903 1.1499 -2.0626
C -0.9803 1.2771 -0.7013
C -2.1177 1.9272 -0.2537
C -3.0674 2.3651 -1.1836
Br 2.0174 -1.1837 2.5410
H -4.7255 4.1583 -2.1769
H -3.6624 2.4688 -4.5601
H -6.0452 6.1334 -2.9810
H -5.4912 2.7156 -5.6285
H -7.3008 7.2283 -4.8305
H -6.8812 3.9200 -7.2976
H -1.4381 1.5074 -4.0701
H -4.0060 2.8117 -0.8616
H 0.2446 0.6995 -2.4036
H -2.3056 2.0914 0.8082
P -0.4963 -2.1275 -0.2590
C 5.5769 0.8565 -0.1864
C 6.6604 1.8369 -0.6488
H 5.3667 0.9903 0.8843
H 4.6453 1.0011 -0.7516
H 6.4688 2.8324 -0.2336
H 7.6558 1.5183 -0.3153
H 6.6796 1.9328 -1.7408
C 5.2813 -1.3426 -1.9851
C 6.0009 -2.5129 -2.6603
H 5.3100 -0.4466 -2.6214
H 4.2315 -1.5902 -1.7724
H 5.7264 -2.5656 -3.7192
H 7.0901 -2.3961 -2.5986
H 5.7336 -3.4712 -2.1986
C 5.0212 -1.7858 0.7848
C 5.7497 -2.0587 2.1008
H 4.7158 -2.7287 0.3073
H 4.1192 -1.1796 0.9561
H 5.1872 -2.7872 2.6944
H 6.7540 -2.4624 1.9204
H 5.8469 -1.1454 2.6992
C -0.4060 -3.5563 0.8911
C -1.6028 -4.4980 0.8678
H -0.2383 -3.1481 1.8975
H 0.5159 -4.1001 0.6355
H -2.5161 -4.0107 1.2271
H -1.7962 -4.8914 -0.1366
H -1.4027 -5.3556 1.5202
C 0.6594 -2.5780 -1.6170
C 0.1088 -2.5286 -3.0415
H 1.0384 -3.5864 -1.3834
H 1.5164 -1.8911 -1.5180
H -0.5463 -3.3825 -3.2565
H -0.4463 -1.6049 -3.2425
H 0.9415 -2.5733 -3.7526
C -2.1896 -2.0778 -0.9562
C -3.2944 -1.6051 -0.0028
H -2.4135 -3.0874 -1.3412
H -2.1493 -1.4079 -1.8301
H -4.0242 -1.0070 -0.5633
H -3.8469 -2.4457 0.4367
H -2.9230 -0.9777 0.8175
C 0.9499 2.0639 3.8904
N 0.3136 1.1773 4.8625
C 0.7057 1.3553 6.2559
C -0.5148 0.2151 4.4167
S -1.2646 0.3942 2.8353
N -0.7300 -0.9447 5.0894
C -0.8962 -1.1279 6.5297
C -1.0823 -2.1309 4.3188
H 1.5939 2.7556 4.4404
H 0.1931 2.6222 3.3284
H 1.5683 1.4854 3.1892
H -0.1720 1.5391 6.8887
H 1.2878 0.5048 6.6297
H 1.3422 2.2439 6.3110
H -1.9638 -1.2185 6.7855
H -0.4028 -2.0704 6.8056
H -0.4636 -0.3278 7.1267
H -1.9086 -1.9281 3.6295
H -0.2160 -2.4754 3.7400
H -1.3773 -2.9172 5.0208
```


Entry 2:
ORCA calculation (ωB97M-V/def2-TZVPD) on C30H52F3N2O14Y as an isolated structure.

The calculation puts the molar mass at 810.646 g/mol. The calculation puts the HOMO energy at -0.513 hartree. The value obtained for the LUMO energy is -8.71 eV. As for the total energy: -72779.267 eV. For the HOMO-LUMO gap, the calculation gives 5.2 eV. The charge is +2.

```
102
C30H52F3N2O14Y | the OMol25 dataset | ωB97M-V/def2-TZVPD
Y 2.6203 -2.3721 -2.3805
C 1.2539 -1.5830 0.8081
O 0.4717 -0.5477 0.2481
O 1.8265 -2.1783 -0.2910
C 2.2527 -1.0750 1.8978
F 1.6091 -0.8878 3.0487
F 3.2285 -2.0039 2.1054
F 2.8873 0.0511 1.5042
C -0.4386 0.1133 1.1342
C -1.0018 1.2612 0.2959
H -0.2503 1.7543 -0.3213
H -1.7790 0.8488 -0.3490
H -1.4130 2.0944 0.8646
H -0.0074 0.5252 2.0474
H -1.2392 -0.5639 1.4482
H 0.5454 -2.3053 1.2266
O -5.4503 -1.7034 1.2208
C -5.6020 -0.5098 1.3365
O -6.6546 0.1187 1.8289
C -7.7593 -0.6414 2.3623
C -8.6779 -1.0375 1.1884
C -4.6174 0.5196 0.8330
H -8.3291 -0.0257 3.0507
H -7.5143 -1.5877 2.8397
H -8.1624 -1.8511 0.6820
H -8.9536 -0.1722 0.5925
H -9.5883 -1.4529 1.6254
H -4.5226 1.2278 1.6585
H -5.0485 1.0688 -0.0028
H -3.6457 0.0865 0.6163
O 2.1722 -0.1653 -2.7816
C 2.0187 1.0352 -2.4658
O 1.3122 1.8954 -3.1012
C 0.5120 1.4851 -4.2407
C 0.4924 2.6134 -5.2816
C 2.8023 1.6701 -1.3426
H -0.5015 1.3445 -3.8680
H 0.8625 0.5585 -4.6932
H 0.0312 2.2866 -6.2079
H 1.3992 3.1966 -5.4359
H -0.1381 3.3839 -4.8240
H 2.6159 1.0289 -0.4728
H 2.4986 2.6685 -1.0502
H 3.8805 1.5794 -1.4827
O 0.2588 -2.6013 -2.9452
C -0.7859 -2.4178 -3.5869
O -1.9497 -2.1994 -3.0894
C -2.1209 -1.9263 -1.7000
C -2.6002 -3.1641 -0.8945
C -0.7865 -2.4862 -5.1011
H -2.8830 -1.1723 -1.5269
H -1.1958 -1.6037 -1.2175
H -2.2606 -4.1177 -1.2940
H -3.6885 -3.1319 -0.9632
H -2.3743 -3.0648 0.1645
H -1.5402 -1.8073 -5.4849
H -0.9266 -3.5390 -5.3649
H 0.1963 -2.3156 -5.5421
C -3.7102 4.2021 -0.6066
C -4.7389 4.3347 -1.7540
C -4.5632 5.7333 -2.3810
C -3.1874 5.9683 -2.8752
N -2.1220 6.1871 -3.2485
H -3.4868 5.0934 -0.0260
H -2.7347 3.9089 -1.0056
H -4.0618 3.3630 -0.0043
H -5.7477 4.3111 -1.3466
H -4.6308 3.6491 -2.5944
H -4.6650 6.4363 -1.5517
H -5.3199 5.9178 -3.1402
C 1.8678 -4.8334 3.1135
C 2.0115 -5.8766 1.9927
C 3.1992 -5.6669 1.0762
C 4.4948 -5.3070 1.6851
N 5.5289 -5.0868 2.1357
H 1.2418 -5.2769 3.8889
H 1.2406 -4.0510 2.6776
H 2.7664 -4.4609 3.5936
H 1.1471 -5.9043 1.3276
H 2.0514 -6.8633 2.4578
H 3.0519 -4.7691 0.4573
H 3.4161 -6.5631 0.4920
C 4.2474 4.3021 2.8364
C 4.4533 4.8597 1.4181
O 3.3809 4.2198 0.7316
C 2.5394 3.6039 1.5466
O 1.4837 3.1787 1.1611
O 2.9575 3.6544 2.8139
H 4.1919 5.0352 3.6399
H 4.9601 3.5208 3.1091
H 5.4490 4.6204 1.0522
H 4.3034 5.9367 1.3445
C 5.7626 -0.8392 3.1632
C 6.2541 -1.7161 1.9973
O 7.6204 -1.8955 2.2682
C 7.8838 -1.5679 3.5629
O 8.9034 -1.7623 4.1197
O 6.8070 -0.9636 4.1160
H 4.7763 -1.1081 3.5088
H 5.8539 0.2016 2.8314
H 6.0480 -1.2542 1.0327
H 5.7334 -2.6761 2.0570
```


Entry 3:
ORCA calculation (ωB97M-V/def2-TZVPD) on a 7-piece molecular cluster, C30H52F5IN8O5P3S overall.

The value obtained for the energy above the lowest of the compared OMol25 structures with the same formula, charge and spin is 455.2 kJ/mol. The calculation puts the molar mass at 951.680 g/mol. The calculation puts the HOMO energy at -0.386 hartree. The value obtained for the LUMO energy is -3.72 eV. As for the total energy: -114482.372 eV. For the HOMO-LUMO gap, the calculation gives 6.8 eV. The charge is +1.

```
105
C30H52F5IN8O5P3S | the OMol25 dataset | ωB97M-V/def2-TZVPD
C 0.2923 -0.0291 6.0396
C -0.5686 -0.5257 4.7536
C -0.1501 0.1769 3.3807
F 1.0502 0.8845 3.8032
C 0.0695 -0.7430 2.0784
P 1.1401 -2.1568 2.6689
O 2.1847 -2.8161 1.7936
O 2.1640 -1.7537 4.0105
O 0.2834 -3.5284 3.2652
C -1.3882 -1.3711 1.7716
O -2.0917 -2.0133 2.8309
O -1.0950 -2.4241 0.8705
C -0.6363 -1.9948 -0.4593
C -1.8353 -2.5230 -1.3518
C -2.6405 -3.8122 -0.7726
C -1.9039 -5.2014 -0.8467
I -4.2823 -4.0079 -2.2697
P 0.7762 -3.2394 -0.8745
N 0.6689 -3.9998 -2.2707
C -0.2237 -0.3923 -0.4885
C -1.4674 0.3917 -1.0264
C -1.7795 1.8498 -1.4435
C -0.7849 2.6754 -2.3619
F -2.2048 2.7819 -0.3933
P 0.9676 -0.2882 -2.0228
S 0.3372 -1.0485 -3.6778
N 0.4747 0.0475 0.8237
C 0.1699 1.5348 0.9876
C 1.9791 0.0593 0.7948
C 2.8026 1.2971 0.2179
C 4.2838 0.9835 -0.1975
F 5.0502 2.1215 -0.5909
C 4.9505 -0.2537 -0.2864
F 5.3476 -1.0729 0.7513
F 5.2913 -0.7115 -1.5808
H -0.2304 -0.5016 6.9424
H 0.1596 1.0929 6.1656
H 1.3684 -0.3626 6.0092
H -1.6436 -0.2553 5.0581
H -0.5496 -1.6513 4.7922
H -0.9984 0.9399 3.2604
H 1.9358 -2.3149 4.7760
H 0.3018 -3.5458 4.2416
H -2.1008 -0.5505 1.4615
H -3.0045 -1.6540 2.8958
H -1.5743 -2.7567 -2.4437
H -2.7368 -1.8190 -1.4716
H -3.2213 -3.5947 0.1692
H -1.4107 -5.4424 -1.8336
H -2.6921 -6.0194 -0.6804
H -1.1971 -5.3027 0.0538
H 0.7032 -4.2868 0.1271
H 2.0913 -2.7164 -0.7493
H 1.5502 -3.8222 -2.7727
H -1.6358 -0.0818 -2.0740
H -2.4426 0.0479 -0.5157
H -2.7472 1.8365 -2.0720
H 0.1598 3.0444 -1.8509
H -1.3127 3.6045 -2.7546
H -0.4536 2.0309 -3.2506
H 2.2653 -0.8323 -1.8035
H 1.2747 1.0891 -2.3569
H 0.3107 2.1383 0.0449
H 0.7830 2.0778 1.7564
H -0.9210 1.7021 1.2966
H 2.4644 -0.8596 0.3493
H 2.3783 0.0843 1.8763
H 2.3362 1.8460 -0.6613
H 2.8777 2.1136 1.0255
C -3.5934 5.6845 -4.1767
C -3.2731 4.2256 -4.1375
N -3.0220 3.0832 -4.1072
H -4.5767 5.8593 -3.7388
H -2.8463 6.2432 -3.6112
H -3.5951 6.0353 -5.2093
C -5.5383 -0.7528 -4.8515
C -5.9772 -0.6089 -3.4295
N -6.3190 -0.4963 -2.3163
H -4.4602 -0.6023 -4.9241
H -5.7843 -1.7510 -5.2156
H -6.0441 -0.0122 -5.4718
C 2.5501 -6.2218 2.9106
C 1.8948 -7.5350 3.1937
N 1.3821 -8.5619 3.4158
H 3.4759 -6.3802 2.3563
H 1.8832 -5.5944 2.3182
H 2.7794 -5.7120 3.8472
C 0.2742 5.3559 3.2617
C 0.6089 4.7606 1.9343
N 0.8732 4.2933 0.8927
H -0.5292 6.0854 3.1487
H -0.0504 4.5718 3.9480
H 1.1586 5.8567 3.6798
C 0.9014 0.1047 -8.1065
C -0.5243 0.0981 -7.6580
N -1.6394 0.0924 -7.3058
H 1.0802 0.9593 -8.7598
H 1.5615 0.1728 -7.2409
H 1.1222 -0.8135 -8.6519
C 4.9315 6.1213 3.2957
C 3.6173 6.4432 3.9295
N 2.5879 6.6953 4.4260
H 4.7739 5.7655 2.2767
H 5.5578 7.0137 3.2691
H 5.4395 5.3458 3.8702
```


Entry 4:
ORCA calculation (ωB97M-V/def2-TZVPD) on a 9-piece molecular cluster, C30H52N4O6 overall.

The value obtained for the energy above the lowest of the compared OMol25 structures with the same formula, charge and spin is 0.0 kJ/mol. The calculation puts the molar mass at 564.768 g/mol. The calculation puts the HOMO energy at -0.302 hartree. As for the SMILES: c1cc[nH]c1.c1cc[nH]c1.c1cc[nH]c1.CNC(C)=O.CC(C)=O.CC(C)=O.CC(C)=O.CC(C)=O.CC(C)=O. The value obtained for the LUMO energy is 0.23 eV. As for the total energy: -50197.920 eV. For the HOMO-LUMO gap, the calculation gives 8.5 eV.

```
92
C30H52N4O6 | the OMol25 dataset | ωB97M-V/def2-TZVPD
C 1.0714 -0.1937 0.6389
C 0.0376 0.0909 1.5401
C -1.0857 0.3919 0.7959
N -0.7554 0.2595 -0.5277
C 0.5416 -0.1593 -0.6298
H 2.0890 -0.4562 0.8825
H 0.1359 0.1310 2.6145
H -2.1014 0.6385 1.0448
H -1.2753 0.4005 -1.3822
H 0.9124 -0.3680 -1.6212
C -1.2700 1.8417 -3.1028
C -2.6671 1.5575 -3.1112
C -2.8474 0.3184 -3.6872
N -1.6158 -0.1552 -4.0736
C -0.6843 0.7881 -3.7458
H -0.8470 2.7620 -2.7386
H -3.4010 2.1368 -2.5749
H -3.7836 -0.1929 -3.8312
H -1.4355 -0.9773 -4.6152
H 0.3169 0.6538 -4.1313
C 2.1179 0.3776 5.9049
C 1.1676 0.3893 6.9478
C 0.2342 -0.5893 6.7293
N 0.6126 -1.2270 5.5629
C 1.7605 -0.6513 5.0799
H 3.0061 0.9754 5.7954
H 1.0794 1.1051 7.7523
H -0.6261 -0.8876 7.2990
H 0.1642 -1.9875 5.0863
H 2.1635 -0.9956 4.1410
C 1.8242 -1.2509 -5.9232
N 2.6829 -1.0527 -4.7862
C 2.5013 -1.6362 -3.5833
C 3.5539 -1.4236 -2.5364
O 1.5061 -2.3098 -3.3366
H 2.0155 -0.5702 -6.7499
H 0.7834 -1.0467 -5.6497
H 1.8295 -2.2716 -6.3079
H 3.5047 -0.4967 -4.9458
H 4.3656 -0.7514 -2.8188
H 3.9679 -2.3903 -2.2504
H 3.0959 -1.0388 -1.6248
C -2.6607 1.7776 3.7133
C -3.5978 0.6586 4.0639
C -3.0863 -0.7651 4.0523
O -4.7374 0.8921 4.3942
H -2.8288 1.9850 2.6533
H -1.6078 1.6003 3.9277
H -2.9346 2.6865 4.2485
H -2.0091 -0.7627 4.2382
H -3.2588 -1.2442 3.0896
H -3.5598 -1.3023 4.8714
C 2.0729 2.7814 -5.5446
C 2.0727 3.0737 -4.0713
C 2.8426 2.1658 -3.1459
O 1.3898 3.9494 -3.6014
H 1.1796 3.2319 -5.9755
H 2.0754 1.7161 -5.7681
H 2.9344 3.2965 -5.9775
H 3.8524 1.8325 -3.3872
H 2.3107 1.2118 -3.0038
H 2.7844 2.5541 -2.1273
C 0.6579 3.5421 2.5312
C 0.0407 3.8658 1.1830
C 0.9436 4.0008 -0.0208
O -1.1597 3.9234 1.0812
H 1.5791 4.0561 2.7978
H 0.7812 2.4616 2.5996
H -0.1186 3.8617 3.2300
H 1.3994 3.0269 -0.1923
H 1.5864 4.8705 0.0964
H 0.2393 4.2284 -0.8242
C 1.4947 -3.0681 2.1388
C 0.9048 -3.9091 1.0486
C 1.4000 -3.6687 -0.3504
O -0.0139 -4.6733 1.2406
H 1.8637 -3.6385 2.9991
H 0.7693 -2.3531 2.5207
H 2.4060 -2.5631 1.8199
H 0.6986 -3.0421 -0.9039
H 1.5336 -4.5997 -0.9000
H 2.3365 -3.1169 -0.4036
C -2.5622 -2.5573 -0.1519
C -3.8020 -1.7855 0.2880
C -4.8166 -2.5751 1.0704
O -4.0376 -0.6373 -0.0213
H -2.7913 -3.4548 -0.7245
H -2.0561 -2.8065 0.7853
H -1.8778 -1.9528 -0.7405
H -5.4455 -2.0239 1.7620
H -4.3337 -3.4507 1.5149
H -5.4996 -3.0381 0.3465
```


Entry 5:
ORCA calculation (ωB97M-V/def2-TZVPD) on C30H52P2W as an isolated structure.

The calculation puts the molar mass at 658.534 g/mol. The calculation puts the HOMO energy (spin up / spin down) at -0.467 / -0.491 hartree. The value obtained for the LUMO energy (spin up / spin down) is -6.23 / -6.80 eV. As for the multiplicity: 3. As for the total energy: -52335.048 eV. For the HOMO-LUMO gap (spin up / spin down), the calculation gives 6.5 / 6.6 eV. The charge is +2.

```
85
C30H52P2W | the OMol25 dataset | ωB97M-V/def2-TZVPD
W 1.2551 -0.0323 -1.3881
C 1.7423 2.1854 -1.4187
C 1.2050 1.7061 -2.6655
C -0.5626 1.9157 -1.1305
C 0.6392 2.3120 -0.4864
C -0.2051 1.3725 -2.4419
C 3.2245 2.4121 -1.1730
H 3.8176 1.7624 -1.8646
H 3.4950 2.0663 -0.1449
H 3.5675 3.4768 -1.3474
C 0.6879 2.9626 0.8610
H 1.6895 2.9390 1.3021
H 0.0076 2.4567 1.5607
H 0.3793 4.0161 0.7683
C -1.9028 2.3727 -0.6352
H -1.8775 3.4749 -0.5129
H -2.0785 1.9525 0.3735
H -2.7256 2.0595 -1.3031
C -1.1898 1.0630 -3.5514
H -1.2815 1.9744 -4.1732
H -2.1869 0.7709 -3.1691
H -0.8190 0.2377 -4.1671
C 1.9350 1.7888 -3.9601
H 2.0341 2.8426 -4.2521
H 1.3910 1.2506 -4.7383
H 2.9312 1.3541 -3.8133
C 2.8993 -1.8020 -0.0908
C 3.3862 -0.5965 -0.7217
C 4.1177 -0.7389 -2.0664
C 3.1789 -0.9199 -3.2549
C 1.7015 -0.9400 -3.1340
C 0.7821 -1.8190 -2.3872
C 1.2918 -3.1851 -1.8638
C 2.5754 -3.0394 -0.9359
H 4.7532 -1.6719 -2.0848
H 3.3641 -1.8695 -3.7426
H 4.7584 0.1738 -2.1727
H 3.4392 -3.4040 -1.5527
H 3.1994 -2.1412 0.9778
H 3.9345 0.0442 0.0170
H 2.4658 -3.8402 -0.1741
H 0.4913 -3.7329 -1.2943
H -0.2355 -1.8152 -2.7510
H 1.5693 -3.8236 -2.7704
H 3.4603 -0.1524 -3.9732
H 1.2215 -0.6818 -4.0850
P 0.1266 -1.0544 2.2989
P -1.8654 -1.0458 -0.5810
C -0.2725 -2.6123 1.3216
C -1.5969 -2.5885 0.4710
H -0.4256 -3.4051 2.0783
H 0.6084 -2.8605 0.7014
H -1.6327 -3.4658 -0.2103
H -2.4801 -2.7259 1.1274
C -3.4875 -0.3829 0.0231
H -3.9077 0.1959 -0.8215
H -3.3798 0.3024 0.8711
H -4.1399 -1.2205 0.3243
C -2.6173 -1.9127 -2.0419
H -2.8293 -2.9356 -1.7059
H -1.9929 -1.9974 -2.9360
H -3.5417 -1.4226 -2.3807
C 0.5988 -1.3907 4.0229
H 0.9848 -0.4523 4.4666
H 1.3429 -2.1945 3.9448
H -0.2861 -1.7135 4.6132
C 1.6472 -0.1187 1.8262
H 1.6208 0.8109 2.4313
H 1.8462 0.2706 0.7388
H 2.4485 -0.8442 2.1209
C -4.3242 0.8443 3.3672
C -2.8628 1.2200 3.7870
C -2.6610 2.7459 3.9944
C -2.4366 0.3259 5.0081
C -1.9669 0.8542 2.6940
C -1.1808 0.0601 2.0949
H -4.9382 0.9188 4.2628
H -4.3589 -0.2035 2.9946
H -4.7321 1.5135 2.5758
H -3.0685 3.1386 4.9254
H -1.6019 3.0587 4.0019
H -3.1410 3.2727 3.1619
H -2.4678 -0.7536 4.7498
H -1.4162 0.5443 5.3892
H -3.1386 0.4868 5.8204
```